98
Properties=species:S:1:pos:R:3:lowdin_charge:R:1 method="wB97M-V/def2-TZVPD" max_force_ha_per_bohr=0.04150 e_lumo_ev=-3.31 energy_ha=-4165.447074 total_charge=+1 homo_ha=-0.3598
Hf 0.19342 0.24522 -0.40342 1.599
Cl 3.36432 2.82641 -2.97798 0.712
S -2.21640 -3.90822 -2.05207 0.875
S -3.16904 0.85644 -1.64450 1.017
S -1.73648 -1.72908 -0.15581 0.596
P 1.45283 -2.73945 -0.29491 0.950
O 1.24715 -0.32863 1.46238 -0.166
O -2.85364 0.80750 2.85537 0.118
N -0.63992 -0.38460 -2.48307 -0.165
N -0.87897 0.21549 1.81710 -0.001
N -2.00606 1.48816 -0.58686 -0.302
N -3.53173 2.77585 0.66437 0.138
N 0.06222 2.24923 -2.06726 0.036
N 0.06087 2.41699 0.83027 0.010
N -1.10790 -1.63070 -2.76525 -0.083
C 1.03524 3.94003 2.39005 -0.008
C 0.25249 -0.32390 2.24201 -0.453
C -0.82429 -1.62125 6.08034 -0.047
C 1.08023 -5.58463 0.14295 -0.134
C 3.84117 0.81231 0.44830 -0.081
C -0.72321 0.45785 -3.44911 -0.102
C 3.27086 1.18625 -0.77950 -0.331
C 0.27438 3.54881 -1.88747 -0.140
C -1.80104 0.21405 2.86257 -0.384
C -4.72834 2.28439 0.10725 -0.229
C -1.15314 2.92498 1.08769 -0.201
C -0.49706 4.10837 -4.06963 -0.028
C 1.54532 -3.31301 -2.07378 -0.396
C 2.74566 -4.14847 -2.51646 -0.142
C -4.71200 1.39823 -0.95803 -0.418
C 0.48901 -1.88586 5.72010 -0.052
C -5.88708 0.93870 -1.51973 -0.089
C 3.21242 -2.99409 0.24942 -0.386
C 5.28489 2.73017 0.49491 -0.088
C -2.29359 2.32862 0.34477 -0.349
C 2.23850 0.29964 -1.40403 -0.278
C -7.13053 2.28213 0.02683 -0.070
C 3.41260 -2.77376 1.74982 -0.150
C 3.80211 2.34975 -1.35750 -0.598
C 4.81890 1.55981 1.07659 -0.080
C -0.69410 2.75868 -4.28571 0.009
C -7.10708 1.39712 -1.03489 -0.072
C 1.12119 2.91258 1.46496 -0.089
C -0.41549 1.85805 -3.26084 -0.289
C -1.67951 -0.92651 5.22215 0.015
C -1.18031 -0.54805 3.99931 -0.077
C -1.58836 -2.30704 -1.75913 -1.152
C 0.13081 -0.83985 3.62431 -0.074
C -5.94527 2.71475 0.60743 -0.009
C 0.99208 -1.49194 4.47961 0.011
C 0.62935 -4.18085 0.53455 -0.405
C 4.77176 3.11859 -0.72945 -0.117
C -0.21136 4.47569 2.65300 -0.017
C -1.31701 3.96895 1.98604 0.024
C -0.00577 4.51369 -2.84007 -0.029
C -2.00455 -4.15875 -3.83739 -0.355
H 2.92039 -3.55884 2.32577 0.067
H 1.14007 -2.40720 6.40915 0.112
H 2.07827 2.46437 1.21507 0.105
H 2.13522 0.54615 -2.46251 0.021
H -1.07532 2.39315 -5.22954 0.125
H 4.47387 -2.78777 2.00081 0.080
H 3.67497 -3.58157 -2.46020 0.071
H 2.85956 -5.05112 -1.91806 0.056
H 2.61015 -4.45641 -3.55458 0.076
H -0.71650 4.83020 -4.84449 0.121
H -1.21297 -4.88291 -4.01444 0.034
H -0.33270 5.27852 3.36749 0.122
H -1.12759 0.13457 -4.40311 0.144
H -2.28766 4.40250 2.17189 0.118
H -0.43836 -4.07810 0.34711 0.010
H 1.48700 -2.42180 -2.70091 0.054
H 3.53403 -3.99884 -0.02239 0.066
H -3.64295 3.19734 1.56890 0.125
H 5.15205 4.00300 -1.22305 0.103
H 2.64001 -0.71531 -1.35498 0.009
H 0.17912 5.55653 -2.62713 0.117
H 5.23222 1.22521 2.01979 0.108
H 0.76150 -4.03053 1.61073 0.072
H -1.75365 -3.20167 -4.28010 0.022
H -5.84620 0.22918 -2.33704 0.112
H 0.91454 -5.77242 -0.91782 0.062
H 6.05501 3.31911 0.97368 0.106
H 3.82955 -2.29157 -0.31783 0.072
H -8.07331 2.64748 0.41029 0.110
H -2.69884 -0.69271 5.49928 0.126
H -8.02798 1.06065 -1.49021 0.110
H 3.00065 -1.81392 2.05838 0.025
H 2.13313 -5.76043 0.36832 0.067
H 3.47696 -0.09473 0.91322 0.077
H -2.94446 -4.53988 -4.22826 0.034
H 0.69313 3.84546 -0.93704 0.106
H 1.92418 4.31130 2.87862 0.120
H 2.01966 -1.69089 4.20572 0.111
H -5.96558 3.39751 1.44918 0.119
H -1.19366 -1.96201 7.03830 0.112
H 0.62546 -3.87677 -2.23678 0.037
H 0.49649 -6.31968 0.69818 0.077